No. 1
DFT (ωB97M-V/def2-TZVPD) results for C5H8N2 in the gas phase at a distorted geometry.

Structure (XYZ):
```
15
Properties=species:S:1:pos:R:3:forces:R:3
N -0.117 0.792 1.410 -1.4 2.0 -0.1
N 0.048 1.497 0.198 1.3 1.5 -1.0
C 0.362 0.633 -0.924 1.7 -2.4 -2.8
C -0.436 -0.435 1.311 1.2 -1.1 -1.7
C -0.159 -1.258 0.026 -2.4 5.0 0.6
C 1.139 -0.745 -0.516 1.4 -1.2 0.5
C -0.857 -0.387 -1.109 0.5 -1.1 -1.8
H 2.108 -0.967 0.173 -2.1 1.0 -1.9
H 0.884 0.934 -1.993 -1.6 0.6 3.1
H -0.816 -1.047 2.111 0.3 0.5 1.0
H -0.925 -1.068 -2.173 0.3 2.3 2.9
H -1.770 0.152 -0.878 -0.5 -0.5 -0.1
H 1.084 -1.302 -1.473 1.6 0.5 0.2
H -0.578 -2.182 0.129 -0.1 -3.0 0.2
H 0.205 2.610 0.117 -0.2 -4.1 1.1
```
Positions in Å, forces in eV/Å.

## Properties
**Electronic energy**: -8290.106 eV
**E_HOMO**: -8.3 eV
**SMILES string**: C1=NN[C@H]2C[C@@H]1C2
**Kohn-Sham gap**: 9.25 eV
**ΔE to the lowest compared entry with this formula, charge and spin**: 4.890 eV
**Largest force on an atom**: 5.59 eV Å⁻¹
**Lowest unoccupied orbital energy**: 0.973 eV

***

No. 2
DFT (ωB97M-V/def2-TZVPD) results for a molecular structure, C35H28N4OPPtS.

Structure (XYZ):
```
71
Properties=species:S:1:pos:R:3:forces:R:3
Pt -0.276 -0.706 0.505 0.1 0.1 0.6
S 0.896 -1.431 2.631 -0.2 0.0 -0.6
P 0.325 1.552 0.496 -0.3 0.1 0.2
O -2.349 -1.019 1.577 0.0 -0.2 0.2
N -3.243 -4.104 -3.664 -0.5 -0.3 0.1
N -0.994 -2.792 3.925 -0.1 0.1 0.1
N -1.087 -3.353 -3.407 0.4 -0.1 0.4
N 1.056 -1.701 -0.848 0.1 0.1 0.0
C -2.938 3.297 3.168 0.0 0.0 0.0
C 4.336 1.324 0.831 0.0 0.0 0.0
C -0.402 -1.583 3.772 0.0 0.1 0.2
C -3.258 -3.720 -4.926 -0.1 0.0 0.1
C 2.807 -2.838 -2.673 0.1 0.0 0.0
C -2.185 -3.873 -2.898 0.3 0.2 -0.5
C 1.601 -2.267 -3.117 0.0 0.0 -0.2
C 0.220 2.335 -1.114 0.1 -0.2 0.1
C -1.015 -2.985 -4.689 -0.3 -0.1 -0.2
C 1.981 1.699 1.149 -0.1 -0.1 -0.2
C -0.185 3.767 -3.441 0.0 0.0 0.0
C -0.916 3.658 1.901 0.0 0.1 -0.1
C -1.896 0.129 1.566 0.0 0.1 -0.4
C 3.039 1.224 0.363 -0.1 0.0 0.1
C -0.832 -0.542 4.588 0.0 -0.1 -0.1
C 2.196 -2.278 -0.439 0.1 -0.1 -0.2
C 3.528 2.342 2.866 0.1 0.0 0.0
C -1.149 2.857 -3.018 0.0 0.0 -0.1
C 0.982 3.951 -2.713 0.1 0.0 0.0
C -1.926 4.155 2.713 0.0 0.0 0.0
C 3.086 -2.869 -1.325 0.0 0.0 0.0
C -2.019 -3.016 4.761 0.0 0.0 0.1
C -1.888 -0.745 5.462 0.0 -0.1 0.0
C -2.966 1.966 2.831 0.0 -0.2 -0.1
C 4.578 1.886 2.081 0.0 0.0 0.0
C -0.898 2.313 1.570 0.1 -0.4 -0.1
C -2.510 -1.990 5.531 0.0 0.1 0.0
C 0.755 -1.705 -2.152 -0.1 0.0 0.0
C -0.950 2.138 -1.854 0.1 0.0 0.0
C 2.223 2.244 2.409 -0.1 0.0 -0.1
C -1.929 1.435 2.010 0.0 0.4 0.3
C -2.143 -3.147 -5.519 0.4 0.0 0.0
C 1.342 -2.175 -4.542 0.5 0.0 0.4
C 1.197 3.233 -1.546 -0.1 -0.1 0.0
C 0.198 -2.410 -5.224 -0.5 0.0 -0.2
H 0.199 -2.251 -6.295 0.0 0.1 0.0
H 1.400 2.597 3.016 0.0 0.0 0.0
H -1.946 5.200 2.986 0.0 0.0 0.0
H -3.726 3.697 3.793 0.0 0.0 0.0
H 2.099 3.378 -0.966 0.0 0.1 0.0
H 3.729 2.782 3.833 0.0 0.0 0.0
H 1.724 4.664 -3.047 0.0 0.0 0.0
H 3.500 -3.263 -3.389 0.0 0.0 0.0
H -2.191 -4.209 -1.869 0.0 0.1 0.0
H -0.351 4.345 -4.340 0.0 0.0 0.0
H 2.832 0.799 -0.614 0.1 0.0 0.0
H -0.148 -1.189 -2.451 0.1 0.1 0.1
H -1.702 1.441 -1.496 -0.1 0.1 0.0
H -2.128 -2.840 -6.556 0.0 0.0 0.0
H 5.595 1.972 2.440 0.0 0.0 0.0
H 2.409 -2.255 0.620 -0.1 0.0 0.0
H 3.993 -3.322 -0.950 0.0 0.0 0.0
H 5.162 0.977 0.225 0.0 0.0 0.0
H -0.142 4.314 1.520 0.0 0.0 0.1
H -3.349 -2.164 6.188 0.0 0.0 0.0
H -3.769 1.319 3.158 0.0 0.0 0.0
H -2.057 2.730 -3.593 0.0 0.0 0.0
H -0.621 -3.561 3.382 0.0 0.0 -0.1
H -2.413 -4.022 4.804 0.0 0.0 -0.1
H -2.224 0.061 6.102 0.0 0.0 0.0
H -4.166 -3.922 -5.487 0.0 0.0 0.0
H -0.324 0.408 4.526 0.0 0.0 0.0
H 2.222 -1.944 -5.137 0.0 -0.1 -0.1
```
Positions in Å, forces in eV/Å.

## Properties
**Total charge**: +3
**⟨S²⟩**: 6.0897
**Electronic energy**: -68099.246 eV
**E_HOMO (alpha / beta)**: -13.7 / -16.5 eV
**Kohn-Sham gap (alpha / beta)**: 4.57 / 4.13 eV
**ΔE to the lowest compared entry with this formula, charge and spin**: 0.851 eV
**Largest force on an atom**: 0.64 eV Å⁻¹
**Multiplicity**: 5
**Lowest unoccupied orbital energy (alpha / beta)**: -9.145 / -12.337 eV

***

No. 3
DFT (ωB97M-V/def2-TZVPD) results for a molecular structure, C5H5BrN2O6S at a distorted geometry.

Structure (XYZ):
```
20
Properties=species:S:1:pos:R:3:forces:R:3
Br -3.729 -0.075 -1.674 0.1 0.2 0.2
S 0.605 -2.408 -1.915 0.8 -3.5 1.9
O 0.696 -1.656 -3.073 0.2 1.7 -2.3
O -0.169 -3.617 -1.896 0.2 1.3 0.4
O -1.613 1.354 1.306 -0.9 0.6 0.8
O -1.899 2.189 -0.678 -0.3 0.7 -0.1
O 2.776 -1.860 0.627 2.6 0.4 3.0
O 2.174 -2.859 -1.298 -1.7 0.5 -1.1
N 1.965 -1.954 -0.223 1.7 -1.8 -1.2
N -1.577 1.323 0.097 0.1 -0.2 -0.6
C 0.774 -1.433 -0.450 -5.4 3.6 0.4
C -1.832 -0.560 -1.529 -1.4 0.0 0.6
C -1.050 0.139 -0.466 -1.9 -0.5 -1.0
C 0.675 0.192 1.454 1.1 -1.4 -0.6
C 0.073 -0.361 0.170 3.7 -3.3 -0.2
H -1.523 -0.500 -2.532 0.9 0.7 -1.2
H -1.977 -1.623 -1.391 0.6 -0.4 0.7
H 0.394 1.213 1.608 1.0 0.7 -0.3
H 1.763 -0.165 1.502 -1.6 1.2 0.2
H 0.146 -0.237 2.288 -0.2 -0.7 0.4
```
Positions in Å, forces in eV/Å.

## Properties
**⟨S²⟩**: 2.0104
**Electronic energy**: -101397.643 eV
**E_HOMO (alpha / beta)**: -7.7 / -10.8 eV
**Kohn-Sham gap (alpha / beta)**: 7.16 / 7.04 eV
**Largest force on an atom**: 6.52 eV Å⁻¹
**Multiplicity**: 3
**Lowest unoccupied orbital energy (alpha / beta)**: -0.500 / -3.781 eV